{"formula": "C36H40F17NO18", "method": "ωB97M-V/def2-TZVPD", "symbols": ["C", "C", "C", "O", "O", "C", "C", "C", "C", "N", "C", "O", "F", "C", "O", "F", "C", "O", "C", "C", "C", "C", "O", "O", "C", "C", "O", "H", "H", "H", "H", "H", "H", "H", "H", "H", "H", "H", "H", "H", "H", "H", "C", "C", "O", "C", "O", "C", "F", "F", "F", "H", "H", "H", "H", "H", "C", "C", "O", "C", "O", "C", "F", "F", "F", "H", "H", "H", "H", "H", "C", "C", "O", "C", "O", "C", "F", "F", "F", "H", "H", "H", "H", "H", "C", "C", "O", "C", "O", "C", "F", "F", "F", "H", "H", "H", "H", "H", "C", "C", "O", "C", "O", "C", "F", "F", "F", "H", "H", "H", "H", "H"], "xyz": [[-6.960, -6.784, 0.585], [-5.699, -6.015, -0.126], [-5.228, -6.766, -1.544], [-6.161, -7.083, -2.484], [-3.782, -6.992, -1.694], [-3.171, -6.091, -2.682], [-3.277, -4.494, -2.333], [-2.084, -3.949, -1.307], [-1.223, -2.749, -1.661], [-1.413, -2.047, -2.988], [-0.439, -2.571, -4.020], [0.876, -2.368, -3.894], [-0.929, -3.388, -5.191], [-1.392, -0.539, -2.866], [-2.553, 0.108, -2.588], [-0.187, 0.318, -3.052], [-0.070, -2.200, -0.585], [1.001, -1.482, -0.928], [-0.242, -2.514, 1.047], [0.458, -1.627, 2.241], [1.001, -2.630, 3.446], [1.971, -3.846, 2.910], [1.672, -5.120, 3.286], [3.185, -3.679, 2.081], [-1.095, -3.686, 1.392], [-1.766, -4.618, 0.175], [-1.982, -5.903, 0.500], [-7.778, -6.963, -0.261], [-6.536, -7.806, 1.021], [-7.366, -6.142, 1.478], [-4.772, -6.090, 0.621], [-5.864, -4.851, -0.287], [-3.618, -6.341, -3.750], [-2.021, -6.404, -2.745], [-4.290, -4.157, -1.842], [-3.227, -3.923, -3.381], [1.385, -0.995, 1.902], [-0.344, -0.923, 2.753], [0.084, -3.150, 3.999], [1.608, -2.015, 4.269], [3.262, -4.563, 1.580], [-1.310, -4.005, 2.522], [-4.516, 3.060, -3.530], [-3.340, 2.599, -4.369], [-3.367, 3.223, -5.661], [-2.846, 4.490, -5.732], [-2.378, 5.091, -4.768], [-2.891, 5.012, -7.167], [-4.083, 4.761, -7.782], [-1.932, 4.440, -7.951], [-2.698, 6.358, -7.252], [-5.458, 2.887, -4.060], [-4.544, 2.527, -2.575], [-4.459, 4.134, -3.325], [-3.410, 1.519, -4.536], [-2.385, 2.784, -3.864], [5.559, 2.970, 1.410], [5.743, 1.559, 1.937], [5.325, 1.475, 3.308], [3.980, 1.316, 3.520], [3.148, 1.249, 2.619], [3.682, 1.189, 5.014], [4.358, 2.105, 5.766], [4.030, -0.035, 5.504], [2.363, 1.357, 5.311], [6.075, 3.691, 2.051], [5.950, 3.057, 0.392], [4.501, 3.252, 1.400], [6.805, 1.295, 1.912], [5.214, 0.824, 1.320], [5.910, -3.739, 4.771], [6.432, -2.509, 5.489], [7.324, -2.884, 6.549], [8.619, -3.147, 6.184], [9.030, -3.082, 5.028], [9.467, -3.482, 7.410], [8.842, -4.342, 8.265], [9.769, -2.372, 8.143], [10.658, -4.064, 7.093], [5.450, -4.433, 5.481], [5.170, -3.462, 4.016], [6.723, -4.282, 4.277], [5.596, -1.973, 5.952], [6.917, -1.811, 4.796], [-11.181, 2.478, -5.305], [-9.977, 2.032, -6.114], [-8.823, 1.905, -5.270], [-8.713, 0.732, -4.569], [-9.534, -0.179, -4.628], [-7.419, 0.710, -3.757], [-7.185, 1.885, -3.104], [-6.325, 0.488, -4.541], [-7.405, -0.261, -2.801], [-10.958, 3.399, -4.758], [-12.042, 2.652, -5.957], [-11.457, 1.725, -4.560], [-9.740, 2.791, -6.866], [-10.175, 1.097, -6.652], [7.886, 9.245, 2.639], [6.516, 9.461, 2.023], [5.988, 8.223, 1.523], [5.380, 7.409, 2.445], [5.278, 7.684, 3.638], [4.821, 6.157, 1.772], [5.695, 5.600, 0.884], [3.681, 6.419, 1.069], [4.504, 5.171, 2.658], [8.557, 8.760, 1.923], [8.325, 10.198, 2.949], [7.826, 8.590, 3.514], [6.602, 10.138, 1.167], [5.822, 9.926, 2.733]], "lowdin_charge": [-0.131, -0.163, -0.233, -0.023, -0.122, -0.166, -0.078, 0.039, -0.035, 0.043, -0.145, 0.081, -0.004, -0.143, 0.037, 0.024, -0.108, 0.005, -0.072, -0.121, -0.103, -0.267, -0.059, -0.018, 0.068, -0.147, -0.014, 0.095, 0.097, 0.082, 0.114, 0.121, 0.147, 0.157, 0.123, 0.133, 0.121, 0.138, 0.127, 0.137, 0.143, 0.143, -0.060, -0.216, 0.014, -0.324, 0.144, -0.471, 0.137, 0.141, 0.140, 0.062, 0.086, 0.083, 0.109, 0.124, -0.075, -0.194, 0.015, -0.322, 0.137, -0.469, 0.146, 0.130, 0.140, 0.075, 0.093, 0.078, 0.128, 0.128, -0.053, -0.210, 0.013, -0.323, 0.143, -0.471, 0.139, 0.142, 0.141, 0.088, 0.066, 0.081, 0.112, 0.127, -0.065, -0.211, 0.009, -0.321, 0.146, -0.465, 0.126, 0.142, 0.143, 0.084, 0.084, 0.078, 0.127, 0.127, -0.065, -0.211, 0.010, -0.318, 0.147, -0.462, 0.123, 0.151, 0.120, 0.084, 0.084, 0.078, 0.127, 0.127], "charge": 0, "homo_energy_ha": -0.38743, "total_energy_ha": -4502.09558, "smiles": "CCC(=O)OCCC1=C(N(C(=O)F)C(=O)F)C(=O)C(CCC(=O)O)=CC1=O.CCOC(=O)C(F)(F)F.CCOC(=O)C(F)(F)F.CCOC(=O)C(F)(F)F.CCOC(=O)C(F)(F)F.CCOC(=O)C(F)(F)F", "gap_ev": 7.97}

=====

{"formula": "C44H54BKN11S4", "method": "ωB97M-V/def2-TZVPD", "symbols": ["K", "C", "C", "C", "C", "C", "C", "N", "N", "B", "N", "C", "C", "C", "N", "C", "C", "C", "N", "C", "C", "C", "N", "C", "C", "C", "H", "H", "H", "H", "H", "H", "H", "H", "H", "H", "H", "H", "H", "H", "H", "H", "H", "H", "H", "H", "H", "H", "H", "H", "H", "H", "H", "H", "C", "S", "C", "S", "N", "N", "C", "C", "C", "C", "C", "C", "N", "H", "H", "H", "H", "H", "H", "H", "H", "S", "C", "N", "C", "C", "N", "C", "C", "C", "C", "C", "C", "C", "C", "S", "C", "C", "C", "C", "C", "C", "C", "H", "H", "H", "H", "H", "H", "H", "H", "H", "H", "H", "H", "H", "H", "H", "H", "H", "H"], "xyz": [[-4.359, 8.840, 22.691], [0.048, 11.664, 23.328], [-0.879, 11.203, 22.177], [-0.007, 11.196, 20.921], [-2.145, 11.850, 22.071], [-2.416, 13.199, 22.443], [-3.759, 13.348, 22.058], [-4.251, 12.155, 21.613], [-3.243, 11.252, 21.569], [-5.785, 11.857, 21.493], [-6.079, 10.726, 20.529], [-6.306, 10.807, 19.190], [-6.760, 9.606, 18.724], [-6.894, 8.814, 19.867], [-6.425, 9.473, 20.932], [-7.513, 7.441, 19.951], [-8.016, 7.235, 21.404], [-8.711, 7.414, 18.952], [-6.315, 11.515, 22.936], [-7.529, 11.946, 23.427], [-7.735, 11.390, 24.653], [-6.500, 10.709, 24.938], [-5.726, 10.702, 23.864], [-5.993, 10.046, 26.220], [-7.050, 9.171, 26.855], [-5.572, 11.142, 27.256], [0.898, 10.981, 23.481], [-0.540, 11.662, 24.227], [0.357, 12.710, 23.185], [-1.134, 10.155, 22.265], [0.388, 12.221, 20.666], [-0.565, 10.890, 20.067], [0.822, 10.487, 21.011], [-1.696, 13.972, 22.793], [-4.447, 14.172, 22.122], [-6.305, 12.913, 21.166], [-6.192, 11.776, 18.599], [-7.015, 9.334, 17.751], [-6.784, 6.647, 19.790], [-8.576, 8.154, 21.709], [-7.356, 7.115, 22.235], [-8.684, 6.357, 21.486], [-9.491, 8.098, 19.260], [-9.129, 6.394, 19.047], [-8.318, 7.609, 17.927], [-8.130, 12.637, 22.826], [-8.420, 11.614, 25.438], [-5.146, 9.433, 26.047], [-7.917, 9.875, 27.152], [-6.742, 8.717, 27.757], [-7.578, 8.466, 26.239], [-6.404, 11.594, 27.597], [-4.912, 11.947, 26.909], [-5.041, 10.633, 28.091], [-6.680, 2.520, 26.538], [-7.224, 3.877, 25.481], [-5.729, 4.174, 24.516], [-4.671, 2.847, 24.147], [-5.720, 5.357, 24.123], [-4.734, 5.706, 23.144], [-5.001, 5.069, 22.025], [-4.461, 5.499, 20.731], [-4.485, 4.673, 19.617], [-3.856, 4.973, 18.447], [-3.359, 6.297, 18.284], [-3.450, 7.137, 19.402], [-3.920, 6.756, 20.588], [-7.615, 2.383, 27.046], [-5.831, 2.788, 27.153], [-6.357, 1.626, 25.927], [-5.689, 4.231, 21.930], [-4.989, 3.647, 19.714], [-3.883, 4.249, 17.606], [-2.957, 6.619, 17.328], [-3.104, 8.182, 19.348], [0.109, 7.714, 21.760], [-0.632, 6.735, 22.841], [-1.021, 5.448, 22.689], [-1.349, 4.725, 23.922], [-0.258, 4.898, 24.909], [-0.171, 6.345, 25.176], [0.009, 6.632, 26.597], [1.481, 6.407, 26.989], [2.555, 7.082, 26.369], [3.879, 6.764, 26.719], [4.191, 5.842, 27.730], [3.130, 5.153, 28.365], [1.816, 5.505, 28.068], [-0.683, 7.258, 24.298], [-1.119, 8.779, 24.702], [-1.233, 4.790, 21.425], [-0.009, 3.918, 21.035], [0.071, 2.599, 21.430], [1.244, 1.888, 21.175], [2.330, 2.424, 20.459], [2.194, 3.746, 20.081], [1.043, 4.477, 20.294], [-1.490, 3.639, 23.792], [-2.329, 5.026, 24.393], [0.747, 4.538, 24.570], [-0.556, 4.474, 25.871], [-0.692, 6.085, 27.182], [-0.286, 7.743, 26.726], [2.343, 7.768, 25.577], [4.762, 7.261, 26.227], [5.263, 5.579, 27.903], [3.367, 4.381, 29.087], [1.025, 4.818, 28.471], [-1.376, 5.600, 20.606], [-2.134, 4.130, 21.454], [-0.731, 2.026, 21.901], [1.272, 0.810, 21.506], [3.130, 1.737, 20.391], [3.059, 4.031, 19.471], [1.039, 5.560, 20.021]], "lowdin_charge": [0.605, -0.091, -0.438, -0.092, -0.321, -0.003, -0.087, -0.051, 0.082, -0.553, -0.024, -0.082, -0.046, -0.299, 0.071, -0.339, -0.074, -0.064, -0.033, -0.087, -0.027, -0.273, 0.015, -0.344, -0.077, -0.054, 0.075, 0.044, 0.074, 0.039, 0.093, 0.057, 0.045, 0.104, 0.101, 0.112, 0.141, 0.072, 0.111, 0.091, 0.041, 0.080, 0.078, 0.076, 0.074, 0.116, 0.083, 0.109, 0.100, 0.057, 0.075, 0.020, 0.084, 0.087, -0.492, 0.759, -1.209, 0.400, -0.119, 0.020, -0.173, -0.286, -0.074, -0.075, -0.046, -0.151, 0.088, -0.009, 0.020, 0.010, 0.098, 0.144, 0.114, 0.097, 0.121, 0.758, -0.724, -0.080, -0.148, -0.115, -0.125, -0.145, -0.169, -0.031, -0.096, -0.104, -0.105, -0.049, -0.738, 0.770, -0.116, -0.190, -0.060, -0.095, -0.096, -0.105, -0.046, 0.114, 0.130, 0.152, 0.130, 0.110, 0.086, 0.104, 0.113, 0.106, 0.093, 0.117, 0.121, 0.131, 0.116, 0.113, 0.084, 0.105, 0.091], "charge": -1, "homo_energy_ha": -0.17528, "total_energy_ha": -4529.00205, "gap_ev": 6.57}

=====

The evaluated F_max for the records listed, in turn: 10.1; 3.8 eV/Å.